143
Properties=species:S:1:pos:R:3:forces:R:3 method="wB97M-V/def2-TZVPD" homo_energy_ha=-0.297 homo_lumo_gap_ev=8.426 total_energy_ha=-3430.1133 lumo_ha=0.013
S 1.11984 -0.31921 3.88145 -0.938 -0.030 -0.962
S -2.67311 0.97290 -0.17612 -0.226 -0.198 0.769
O -1.65860 -2.84862 -0.71701 1.046 0.040 1.018
O -2.10643 -3.20416 -1.98268 -0.606 -0.211 -1.524
N -1.32039 8.21121 4.78789 -0.001 -0.014 0.080
N 2.63766 4.06153 2.65223 -0.009 0.084 -0.041
N -0.13793 -0.44480 0.93294 1.738 0.113 1.420
N -7.41293 0.75149 0.20643 -0.044 0.017 -0.002
N -3.41714 -2.08433 -6.58895 0.098 0.235 -0.164
N 5.08258 -3.93821 -3.13200 0.098 -0.544 -0.389
N -4.46210 -7.78080 -5.09176 0.045 0.008 -0.032
N 7.02040 1.46496 -2.40712 0.001 0.006 0.089
N -0.00810 0.45629 -1.95152 0.680 -0.060 1.221
C 0.16664 -4.54877 5.34723 0.085 -0.186 0.506
C 1.01737 0.32840 0.37048 0.287 1.608 -0.120
C -2.66806 2.07727 2.41914 1.715 -0.746 0.684
C 6.46213 -3.09673 -6.20463 -0.167 -0.088 -0.278
C -5.18610 -7.01230 -4.64244 -0.535 0.259 0.431
C 3.96418 -0.15122 -2.12820 -0.007 -0.349 0.289
C -0.34906 0.60036 3.30252 -0.677 0.253 -0.953
C -1.18132 0.35290 -4.84407 -0.186 0.006 -0.185
C 0.40635 8.75165 2.87471 -0.098 -0.256 0.491
C 0.43073 -1.66315 1.49764 0.291 -3.345 -0.037
C -1.95148 1.00182 -5.99165 0.370 -0.042 0.128
C 5.99216 1.10687 -2.77100 -0.555 -0.095 -0.476
C 5.21717 3.48868 0.39174 0.057 0.114 -0.289
C -0.22622 -2.92763 -0.75653 1.215 -0.614 0.362
C -0.77802 0.40566 1.92608 -2.588 1.598 0.939
C -1.02894 1.50896 4.20399 -0.474 -0.175 -1.351
C -6.12163 -6.01463 -4.06147 0.302 -0.141 -0.449
C 5.93435 -3.75458 -3.88003 0.701 -0.233 -0.301
C 0.39113 -2.87747 0.66490 0.511 -0.393 1.804
C 0.85464 -2.47681 6.77986 0.186 -0.547 -0.210
C -0.56818 8.44912 3.95474 0.217 0.192 -0.693
C 1.06163 -1.80017 2.80232 -0.304 0.005 -0.162
C 4.46650 2.62607 1.41010 -0.206 0.563 0.183
C 1.66113 -3.01091 3.33860 -0.487 -0.675 -1.801
C 2.15367 9.53152 4.55567 0.047 0.009 0.016
C 1.62729 -4.20688 2.47912 -0.854 2.302 -0.536
C -3.41622 -0.95485 -6.37873 -0.213 0.630 0.054
C -3.39731 0.50954 -6.11851 0.300 -0.493 -0.164
C 1.36257 -3.68838 5.87902 -0.221 0.836 0.579
C 2.31849 -3.10330 4.75430 0.000 -0.411 -0.742
C -6.85371 -0.08990 -0.33825 0.578 -0.386 -0.223
C -5.86445 -4.63299 -4.67075 0.282 0.192 -0.053
C -2.18730 2.28668 3.78472 0.707 -1.460 -0.902
C 4.30361 4.06497 -0.68418 0.042 0.064 -0.017
C 0.79453 0.89822 -1.06520 0.212 -0.262 -0.286
C 4.66017 0.64065 -3.23731 0.321 0.172 0.459
C 3.43461 3.43673 2.11136 0.371 -0.642 -0.168
C 7.03587 -3.51130 -4.84656 -0.526 0.136 0.165
C 1.83685 8.59195 3.39713 0.254 0.058 0.209
C -0.66945 4.74819 5.24103 0.317 0.395 0.107
C 4.74383 -1.39186 -1.70391 0.016 0.174 -0.136
C -7.12819 -2.11002 -1.73407 -0.288 -0.214 0.014
C -4.45181 -4.12132 -4.40821 -0.092 0.082 0.124
C -2.13376 4.69475 4.64671 0.518 0.408 0.458
C -6.13010 -1.18009 -1.04315 -0.440 0.326 0.075
C 0.98147 -4.12109 1.18246 0.010 1.361 0.727
C -2.83857 3.28203 4.79471 0.373 0.513 -0.001
C -2.74785 2.77377 6.29100 0.169 -0.583 -0.819
C -1.97894 1.15656 1.51027 -0.055 0.218 1.736
C -8.09278 -2.77649 -0.75894 -0.043 -0.046 -0.025
C 5.56108 -4.16277 -6.81889 -0.034 0.019 -0.049
H 0.04637 -1.90888 6.25787 0.625 -0.413 0.435
H 1.15842 1.22514 1.04598 0.187 -0.785 -0.733
H 1.71306 -1.78415 6.97169 -0.768 -0.498 -0.099
H -5.98394 -5.98746 -2.97810 0.046 -0.075 -0.046
H 5.71933 -1.12961 -1.28506 -0.019 0.049 -0.032
H -5.45495 -0.73947 -1.77953 0.023 0.050 0.120
H 4.79050 0.02074 -4.12696 0.068 0.041 0.037
H 0.53504 -5.49455 4.87330 -0.354 0.806 0.276
H 3.78818 3.26801 -1.22894 -0.004 0.032 0.002
H -3.32631 3.43484 6.97950 0.406 -0.594 -0.579
H 0.23854 9.77076 2.51974 -0.075 -0.037 0.065
H -7.14657 -6.33102 -4.26446 0.085 -0.125 0.034
H 0.48099 -2.84086 7.77135 0.186 0.267 -0.878
H 3.55111 4.73241 -0.25819 -0.021 -0.087 0.012
H 5.16203 2.22518 2.14942 -0.137 -0.016 0.042
H -1.68643 2.71713 6.64266 -0.927 0.265 -0.241
H -2.06390 -4.18203 -2.06040 0.097 0.466 0.519
H -7.70430 -1.54913 -2.47532 0.123 0.024 0.001
H 5.72384 4.31007 0.90532 -0.010 -0.107 0.059
H -3.70021 -4.76830 -4.86560 -0.045 0.022 0.001
H 1.51952 9.32999 5.42150 -0.032 0.022 -0.069
H -4.32354 -3.12587 -4.83360 0.002 -0.228 0.134
H 6.10169 -5.10313 -6.95285 -0.047 0.029 0.003
H -1.41969 0.80921 -6.92780 -0.137 0.068 -0.036
H 1.96714 -0.26420 0.42615 -0.786 0.396 -0.265
H -3.12697 1.71276 6.29748 0.117 1.099 0.301
H 7.28722 -2.88957 -6.89023 0.036 0.040 0.135
H 2.01488 10.57574 4.26318 0.006 -0.031 0.045
H 0.03760 -3.92747 -1.21230 -0.143 0.918 0.498
H 1.99854 7.56048 3.72165 -0.068 0.008 -0.131
H -7.55153 -3.35840 -0.00833 -0.043 0.028 -0.015
H 2.53689 8.78482 2.58041 -0.114 -0.057 -0.052
H 4.88363 4.64664 -1.40281 -0.026 -0.078 -0.007
H 7.63126 -4.42150 -4.94326 -0.072 0.002 0.083
H -3.89394 1.02040 -6.94553 -0.081 -0.135 0.033
H 3.97874 1.78416 0.91250 -0.061 0.032 0.082
H 2.09698 -5.15039 2.83911 -0.504 0.867 -0.408
H 4.19649 -1.93930 -0.93352 0.015 -0.059 -0.091
H 3.18937 9.40372 4.87555 -0.039 0.040 -0.031
H -8.76523 -3.45177 -1.29176 0.046 0.000 0.043
H -0.50678 -0.34772 -1.54092 -0.209 0.308 -0.162
H -2.73430 5.47425 5.19647 0.448 -0.799 -0.585
H -1.95835 2.08428 -5.84097 -0.123 -0.032 -0.085
H 3.81418 0.49102 -1.25371 -0.043 0.126 -0.135
H 0.23266 8.06968 2.04030 -0.119 0.025 0.070
H -1.67473 0.53646 -3.88876 0.117 -0.008 -0.034
H -0.48396 -4.00486 4.62063 0.639 -0.319 0.505
H 1.99447 -4.33225 6.55230 -0.557 0.521 -0.695
H 2.97387 -0.45575 -2.47640 0.024 0.140 -0.060
H 1.44204 1.76740 -1.37471 -0.515 -0.745 0.591
H -6.57697 -2.88228 -2.27308 0.125 0.091 -0.004
H -3.95927 0.71802 -5.20541 0.015 -0.094 -0.024
H 0.91747 -5.02465 0.52607 0.152 0.906 0.729
H 4.05890 1.50879 -3.51521 0.139 0.023 -0.057
H 5.19962 -3.83730 -7.79584 0.042 -0.046 0.029
H 5.89285 -2.16913 -6.09773 0.112 0.001 0.059
H -1.08820 -0.72726 -4.98170 -0.076 0.019 0.007
H -5.52690 -1.73353 -0.31985 -0.005 0.090 0.011
H -3.92701 3.44817 4.56268 1.009 -0.419 -0.046
H 4.68469 -4.35589 -6.19673 0.071 -0.020 0.023
H -0.08810 3.79914 5.13975 -0.580 0.678 -0.131
H 5.99110 2.88267 -0.08604 -0.029 -0.032 0.111
H -3.98716 0.65068 0.11053 0.998 0.323 0.246
H -0.48741 -4.84616 6.21340 0.649 0.264 -0.744
H 3.20442 -3.79336 4.65391 -0.839 0.689 -0.015
H -3.55681 2.63516 2.04211 0.861 -0.551 0.375
H -0.64668 1.61638 5.24730 -0.344 -0.255 -1.136
H -6.58361 -3.92378 -4.25629 -0.104 -0.099 -0.014
H 4.90296 -2.06814 -2.55193 -0.201 0.584 0.585
H -0.17168 0.75991 -4.78603 -0.093 0.022 0.105
H 2.72441 -2.10412 5.07098 -0.414 -0.974 -0.304
H -0.63494 5.02481 6.33264 -0.290 -0.308 -1.034
H -6.03369 -4.66730 -5.75029 -0.071 -0.054 0.073
H -8.71362 -2.04185 -0.24215 0.077 -0.003 0.010
H -4.24855 -4.06141 -3.33473 -0.030 -0.015 0.004
H 7.68285 -2.72370 -4.45472 -0.045 -0.081 0.113
H -2.07591 5.03927 3.57580 -0.266 -0.596 0.947
H -0.07159 5.54075 4.71511 -0.600 -0.742 0.447
H 0.26543 -2.15748 -1.40523 -0.772 -0.419 0.379